Computed, not measured: C42H88AsF6O34 as an isolated structure in a non-equilibrium geometry, with the ωB97M-V functional and the def2-TZVPD basis.

Calculated values
* frontier orbital gap: 9.360 eV
* E: -7046.33315 hartree
* spin multiplicity: 1
* HOMO: -0.2948 hartree
* total charge: -1

Last column: Löwdin charge in e.
Atoms and positions in Å:
As1 -0.9059 0.8977 0.2811  0.901
F1 0.5981 0.9382 -0.6817  -0.268
F2 -1.6174 -0.6305 -0.4454  -0.289
F3 -2.3643 1.0679 1.2383  -0.260
F4 -0.4206 2.3969 1.0929  -0.265
F5 -1.6419 1.7062 -1.1083  -0.264
F6 -0.0925 -0.1393 1.4736  -0.263
C1 0.4665 -5.7643 0.7023  -0.159
O1 -0.4797 -6.5413 1.4083  -0.129
H1 0.2209 -4.7224 0.9077  0.063
H2 1.4678 -5.9950 1.0660  0.077
H3 0.5875 -5.9862 -0.3580  0.070
H4 -0.1931 -6.4727 2.3220  0.009
C2 -4.6238 2.6806 -4.3830  -0.139
O2 -4.7810 4.0884 -4.7388  -0.136
H5 -3.5630 2.4398 -4.3135  0.065
H6 -5.2348 2.4233 -3.5178  0.084
H7 -4.9442 2.1688 -5.2905  0.067
H8 -3.8819 4.4078 -4.8446  0.053
C3 -7.0460 2.2423 2.8739  -0.134
O3 -8.1166 2.2850 1.9303  -0.116
H9 -7.2459 1.3871 3.5195  0.084
H10 -6.0724 2.1442 2.3938  0.064
H11 -6.9797 3.0978 3.5461  0.079
H12 -8.2427 3.2181 1.7433  0.091
C4 0.8217 -4.0481 -4.0940  -0.132
O4 0.9894 -5.3086 -3.3960  -0.139
H13 1.7405 -3.4647 -4.1532  0.072
H14 0.5473 -4.2855 -5.1218  0.082
H15 -0.0178 -3.5432 -3.6160  0.063
H16 1.8665 -5.6810 -3.5126  0.071
C5 1.3949 -2.3010 -1.3355  -0.163
O5 2.5011 -2.5771 -0.5499  -0.114
H17 0.6507 -3.0842 -1.1911  0.078
H18 0.9664 -1.3482 -1.0248  0.051
H19 1.6610 -2.1017 -2.3736  0.057
H20 2.6264 -1.8783 0.0963  0.032
C6 -0.2772 6.4958 1.8230  -0.206
O6 -1.4759 6.9429 2.2213  -0.073
H21 0.2144 5.7539 2.4522  0.078
H22 -0.2985 5.9663 0.8704  0.071
H23 0.4132 7.3243 1.6646  0.093
H24 -1.8657 7.4328 1.4935  0.090
C7 -4.3006 5.0912 1.7762  -0.158
O7 -4.8256 6.1012 0.9396  -0.114
H25 -3.2111 5.0965 1.7420  0.066
H26 -4.7091 5.2069 2.7802  0.074
H27 -4.7114 4.1715 1.3595  0.068
H28 -4.1454 6.7768 0.8905  0.054
C8 -2.2044 4.4275 -1.6358  -0.162
O8 -3.3880 3.6368 -1.4816  -0.127
H29 -1.5645 4.4402 -0.7535  0.051
H30 -1.6216 4.1736 -2.5212  0.071
H31 -2.4557 5.4816 -1.7528  0.075
H32 -2.9856 2.7862 -1.2918  0.011
C9 -5.8704 1.0219 -0.3433  -0.144
O9 -7.1967 1.5459 -0.6175  -0.103
H33 -5.4409 0.2479 -0.9794  0.063
H34 -5.1160 1.8081 -0.3723  0.060
H35 -5.6572 0.5389 0.6103  0.056
H36 -7.5215 1.7966 0.2504  0.007
C10 -3.4275 -0.5940 -3.1616  -0.175
O10 -4.4899 -0.5160 -4.0879  -0.108
H37 -2.5644 -1.0984 -3.5962  0.073
H38 -3.1521 0.3416 -2.6750  0.055
H39 -3.8032 -1.2232 -2.3547  0.067
H40 -4.1203 -0.2395 -4.9296  0.068
C11 2.6082 3.2275 -0.9766  -0.007
C12 2.0633 4.4075 -0.1645  -0.329
C13 2.5907 4.6540 1.2312  -0.125
O11 2.9667 5.9926 1.2918  0.082
C14 2.8362 6.5141 0.0396  -0.482
O12 3.2181 7.6468 -0.2713  0.109
O13 2.3781 5.5803 -0.8616  0.087
H41 2.1476 3.1604 -1.9623  0.078
H42 2.5221 2.2949 -0.4190  0.068
H43 3.6435 3.3373 -1.2995  0.083
H44 0.9934 4.2627 -0.0145  0.119
H45 3.4308 4.0054 1.4795  0.120
H46 1.7941 4.4537 1.9477  0.110
C15 -1.4462 3.1080 4.3388  0.002
C16 -0.1845 2.7173 5.1120  -0.324
C17 0.4620 1.4257 4.7288  -0.056
O14 1.8633 1.7531 4.6330  0.092
C18 2.0003 3.0499 4.6128  -0.609
O15 2.9984 3.6167 4.2688  0.136
O16 0.8531 3.6501 4.9318  0.094
H47 -1.8764 4.0091 4.7758  0.086
H48 -2.2490 2.3726 4.2858  0.090
H49 -1.1882 3.3249 3.3022  0.068
H50 -0.3286 2.8040 6.1889  0.153
H51 0.1567 1.1712 3.7139  0.121
H52 0.2933 0.6041 5.4249  0.142
C19 -2.1943 -6.8279 -2.2651  0.002
C20 -3.1865 -5.6902 -2.5556  -0.340
C21 -2.6380 -4.3214 -2.3463  -0.148
O17 -2.9402 -3.6178 -3.4733  0.031
C22 -3.3989 -4.5169 -4.4370  -0.465
O18 -3.6518 -4.2270 -5.6018  0.128
O19 -3.4472 -5.7234 -3.8835  0.109
H53 -1.1949 -6.7934 -2.6989  0.076
H54 -2.6053 -7.8133 -2.4849  0.083
H55 -1.9304 -6.8460 -1.2076  0.076
H56 -4.1200 -5.7787 -1.9999  0.160
H57 -1.5484 -4.3422 -2.3256  0.116
H58 -3.0252 -3.6916 -1.5454  0.141
C23 6.5856 1.4046 3.3177  -0.011
C24 5.4321 1.6318 2.3166  -0.240
C25 5.6294 1.1486 0.9021  -0.094
O20 4.5692 0.2289 0.5758  0.050
C26 3.8203 0.0333 1.7080  -0.573
O21 3.0136 -0.8256 1.8356  0.143
O22 4.3714 0.6739 2.6935  0.090
H59 7.3087 2.1879 3.0905  0.084
H60 7.1252 0.4631 3.4199  0.090
H61 6.1941 1.7183 4.2855  0.086
H62 5.0067 2.6331 2.3832  0.135
H63 6.6865 0.9280 0.7537  0.131
H64 5.3948 1.9366 0.1865  0.122
C27 5.3550 -1.9085 -1.8317  -0.006
C28 6.8297 -1.6044 -2.1006  -0.373
C29 7.7130 -2.8086 -2.1588  -0.110
O23 8.5860 -2.3148 -3.0747  0.108
C30 8.1738 -1.2451 -3.6533  -0.597
O24 8.8619 -0.6007 -4.4391  0.125
O25 6.9472 -0.9144 -3.2830  0.135
H65 5.2580 -2.5463 -0.9531  0.089
H66 4.9712 -2.5083 -2.6569  0.095
H67 4.8210 -0.9639 -1.7282  0.079
H68 7.2283 -0.8840 -1.3863  0.154
H69 7.1464 -3.6904 -2.4580  0.142
H70 8.3387 -3.0720 -1.3060  0.148
C31 0.8213 0.6463 -3.6037  -0.005
C32 0.4564 0.3866 -5.0774  -0.303
C33 1.1514 1.2838 -6.0999  -0.077
O26 1.4640 0.2952 -7.0867  0.056
C34 1.2355 -0.9792 -6.6383  -0.555
O27 1.5153 -1.9998 -7.2880  0.104
O28 0.8228 -0.9225 -5.4346  0.111
H71 0.7035 -0.2664 -3.0196  0.058
H72 0.2002 1.4945 -3.3156  0.084
H73 1.8913 0.8252 -3.4984  0.087
H74 -0.6212 0.4603 -5.2237  0.150
H75 2.0415 1.7659 -5.6956  0.130
H76 0.4531 2.0394 -6.4599  0.133
C35 3.4515 -3.4946 3.0880  -0.005
C36 2.7083 -3.9486 4.3928  -0.297
C37 1.5761 -3.0477 4.9176  -0.054
O29 0.4976 -3.9517 4.7748  0.070
C38 0.8232 -5.1712 4.3232  -0.490
O30 0.0306 -6.1155 4.0900  0.090
O31 2.1250 -5.1766 4.1266  0.099
H77 4.0314 -4.3835 2.8395  0.084
H78 4.0925 -2.6517 3.3461  0.079
H79 2.8465 -3.2825 2.2065  0.070
H80 3.5610 -4.1282 5.0475  0.147
H81 1.4065 -2.1526 4.3191  0.132
H82 1.7487 -2.6988 5.9357  0.132
C39 -1.8309 -3.1643 2.3963  0.005
C40 -2.7010 -2.0269 2.9631  -0.339
C41 -4.1279 -2.1789 2.5800  -0.135
O32 -4.7863 -1.8922 3.7766  0.068
C42 -3.9004 -2.0438 4.8505  -0.468
O33 -4.1007 -2.0989 6.0612  0.116
O34 -2.6700 -2.1887 4.3403  0.082
H83 -2.2885 -3.3452 1.4237  0.077
H84 -1.7276 -4.0765 2.9841  0.090
H85 -0.8086 -2.8439 2.1961  0.069
H86 -2.3514 -1.0164 2.7514  0.135
H87 -4.3146 -3.1596 2.1423  0.134
H88 -4.3274 -1.4995 1.7513  0.133